1.
One molecule with the formula C4H10N2O2, computed with ωB97M-V/def2-TZVPD.

Element x y z (Å)
C1 -0.3150 -2.3670 0.4323
N1 -0.0429 -1.2190 -0.4094
O1 -1.0103 -1.1122 -1.4193
H1 -1.8408 -0.7469 -1.0524
H2 1.9273 0.4309 -0.6746
H3 -1.2304 -2.2511 1.0312
H4 0.5336 -2.5207 1.0961
H5 -0.4212 -3.2341 -0.2159
C2 0.0777 2.5045 -0.2657
C3 -0.6377 1.2058 -0.0723
C4 0.2306 0.0177 0.3452
N2 1.6383 0.3387 0.2938
O2 -1.8358 1.0818 -0.1953
H6 2.1781 -0.4210 0.6920
H7 -0.0295 -0.1409 1.4060
H8 0.8363 2.6299 0.4986
H9 0.5768 2.4809 -1.2319
H10 -0.6351 3.3226 -0.2587

Forces on atoms 1 to 2 (eV/Å):
-0.3 0.1 -0.2
-0.1 0.0 0.1

**LUMO**: 0.8 eV
**Total charge**: 0
**Molar mass**: 118.14 g mol⁻¹
**SMILES string**: CC(=O)[C@H](N)N(C)O

---

2.
One molecule with the formula C4H10N2O2, computed with ωB97M-V/def2-TZVPD.

Element x y z (Å)
C1 -0.0082 -1.2626 -0.4020
C2 0.3831 -2.2745 0.6613
C3 0.7686 2.0289 -0.5842
N1 -0.7021 0.1095 0.4202
C4 0.6639 0.9033 0.4031
N2 -1.8609 0.6111 -0.2409
O1 0.9387 -0.6152 -1.0246
O2 1.2959 0.8001 1.4194
H1 -0.9357 -0.0987 1.3908
H2 -0.8400 -1.6490 -1.0231
H3 -1.6954 0.5090 -1.2386
H4 -1.9569 1.6044 -0.0451
H5 1.0565 -1.8109 1.3826
H6 0.9200 -3.0838 0.1653
H7 -0.4900 -2.6926 1.1701
H8 1.8279 2.1651 -0.7909
H9 0.2659 1.8101 -1.5212
H10 0.3687 2.9458 -0.1423

Forces on atoms 1 to 2 (eV/Å):
0.8 0.6 -0.6
-0.1 0.3 0.2

**LUMO**: 0.7 eV
**Total charge**: 0
**Molar mass**: 118.14 g mol⁻¹
**SMILES string**: CC(=O)[N@@H+](N)[C@H](C)[O-]

---

3.
One molecule with the formula C4H10N2O2, computed with ωB97M-V/def2-TZVPD.

Element x y z (Å)
C1 -1.5517 1.9237 -0.1890
C2 -0.5208 -0.4930 0.3680
C3 -1.4510 -1.3611 -0.1209
O1 -0.5366 0.9480 -0.3607
H1 -0.5074 -0.3499 1.4447
H2 -2.4761 1.6010 -0.6725
H3 -1.1833 2.8326 -0.6669
H4 -1.7290 2.1170 0.8748
H5 -1.5625 -1.4895 -1.1873
H6 -2.1846 -1.8260 0.5198
C4 1.3189 -0.4368 -0.0429
N1 2.1580 -1.1307 0.8655
O2 1.3947 -1.0410 -1.3121
N2 1.5490 0.9322 -0.0825
H7 0.9422 -0.4382 -1.9193
H8 1.8486 -2.0891 0.9845
H9 3.1431 -1.0276 0.6603
H10 1.3486 1.3285 0.8364

Forces on atoms 1 to 2 (eV/Å):
-0.2 -0.8 0.4
1.9 3.4 0.3

**LUMO (spin up / spin down)**: 0.0 / -0.8 eV
**Total charge**: 0
**Molar mass**: 118.14 g mol⁻¹

---

4.
A 4-piece molecular cluster, C4H10N2O2 overall, computed with ωB97M-V/def2-TZVPD.

Element x y z (Å)
C1 -0.9174 -1.3176 0.1130
C2 -0.0551 -0.2550 -0.3542
C3 -0.3899 1.2327 0.0587
C4 1.4362 -0.7002 0.3190
H1 -2.0181 -0.9541 -0.0147
H2 -0.7817 -2.0818 -0.6312
H3 -0.6945 -1.7224 1.2312
H4 -0.6056 -1.1787 -2.4270
H5 0.1687 1.2034 -2.1801
H6 0.7131 1.6064 0.1848
H7 -1.0201 1.1813 1.0304
H8 -0.8711 3.2380 -0.8435
H9 2.2257 -1.1513 -0.4130
H10 0.9292 0.0597 3.1337
N1 0.5354 -0.4823 -1.9003
N2 1.8670 -0.5068 1.4502
O1 -1.4011 1.7850 -0.9234
O2 0.8795 0.0436 2.1664

Forces on atoms 1 to 2 (eV/Å):
-3.2 -1.0 1.6
5.9 0.2 -0.5

**LUMO**: -1.2 eV
**Total charge**: 0
**Molar mass**: 118.14 g mol⁻¹

---

In the order shown, the computed DFT total energy values come out to -11383.3613 -11382.9799 -11379.7373 -11372.5761 eV.
In the order shown, the computed F_max values come out to 0.42 1.15 3.87 7.26 eV Å⁻¹.